C50H58F2N9O10S2 | ωB97M-V/def2-TZVPD

E in eV: -113729.0998
F_max in eV/A: 4.7
Highest occupied orbital energy in eV: -14.424

```
! wB97M-V def2-TZVPD RIJCOSX def2/J DEFGRID3
* xyz 5 1
C 4.32 -3.72 -1.73
N 3.09 -3.82 -0.82
C 3.08 -3.22 0.40
C 2.01 -3.31 1.26
C 0.94 -4.19 0.98
C 0.95 -4.81 -0.26
C 1.99 -4.55 -1.14
C -0.09 -4.30 1.91
C -1.43 -4.38 1.59
C -2.44 -4.39 2.54
N -2.10 -4.37 3.87
C -0.82 -4.24 4.20
C 0.22 -4.18 3.28
C -3.19 -4.42 4.93
H 4.90 -2.91 -1.31
H 3.93 -3.46 -2.71
H 4.85 -4.67 -1.75
H 3.96 -2.63 0.62
H 1.96 -2.75 2.19
H 0.19 -5.47 -0.62
H 1.99 -5.02 -2.10
H -1.75 -4.37 0.55
H -3.50 -4.38 2.38
H -0.39 -4.18 5.20
H 1.20 -4.25 3.82
H -2.94 -5.21 5.63
H -4.13 -4.70 4.43
H -3.24 -3.44 5.41
C -2.11 1.89 3.16
N -3.30 1.48 2.28
C -4.53 1.77 2.74
C -5.66 1.42 2.06
C -5.48 0.60 0.95
C -4.23 0.26 0.50
C -3.15 0.74 1.18
C -6.68 0.05 0.26
C -6.72 -0.22 -1.12
C -7.84 -0.86 -1.62
N -8.85 -1.26 -0.84
C -8.81 -1.01 0.48
C -7.74 -0.40 1.05
C -10.07 -1.98 -1.53
H -2.11 1.24 4.03
H -2.28 2.94 3.40
H -1.18 1.75 2.60
H -4.64 2.25 3.71
H -6.60 1.72 2.49
H -4.11 -0.34 -0.38
H -2.13 0.46 0.97
H -6.04 0.14 -1.86
H -8.06 -1.05 -2.66
H -9.68 -1.27 1.08
H -7.76 -0.20 2.12
H -10.48 -1.49 -2.40
H -10.82 -2.20 -0.78
H -9.60 -2.93 -1.76
C 2.33 1.84 2.39
N 3.01 2.59 1.20
C 2.37 2.66 0.04
C 2.95 3.33 -1.03
C 4.18 3.97 -0.93
C 4.85 3.86 0.30
C 4.23 3.15 1.33
C 4.81 4.60 -2.08
C 5.50 5.80 -1.89
C 6.19 6.39 -2.95
N 6.19 5.82 -4.17
C 5.50 4.71 -4.39
C 4.84 4.05 -3.38
C 7.01 6.42 -5.31
H 1.70 2.61 2.84
H 3.17 1.64 3.07
H 1.82 0.95 1.99
H 1.36 2.24 0.04
H 2.33 3.35 -1.93
H 5.81 4.29 0.50
H 4.64 3.10 2.34
H 5.56 6.28 -0.92
H 6.76 7.29 -2.87
H 5.55 4.30 -5.37
H 4.33 3.13 -3.60
H 6.49 6.04 -6.20
H 8.03 6.03 -5.28
H 6.92 7.49 -5.25
C 3.72 2.32 -8.59
N 3.01 1.70 -7.42
C 1.69 1.95 -7.24
C 1.04 1.41 -6.18
C 1.74 0.68 -5.23
C 3.08 0.42 -5.42
C 3.68 0.97 -6.52
C 0.95 -0.08 -4.12
C -0.31 -0.58 -4.44
C -1.04 -1.18 -3.47
N -0.58 -1.37 -2.21
C 0.69 -0.98 -1.91
C 1.43 -0.29 -2.84
C -1.47 -2.04 -1.23
H 4.11 1.50 -9.22
H 4.59 2.91 -8.24
H 3.02 2.94 -9.16
H 1.23 2.60 -7.95
H 0.00 1.61 -5.98
H 3.69 -0.25 -4.81
H 4.72 0.81 -6.79
H -0.76 -0.47 -5.42
H -2.05 -1.54 -3.62
H 0.99 -1.14 -0.88
H 2.41 0.13 -2.61
H -2.46 -1.60 -1.38
H -1.10 -1.85 -0.22
H -1.50 -3.10 -1.45
N -1.44 1.35 7.67
S -0.49 0.60 6.67
O -1.10 -0.17 5.66
O 0.71 0.05 7.30
F 0.00 1.90 5.78
S -2.54 0.94 8.69
O -2.20 -0.26 9.41
O -3.91 1.13 8.11
F -2.36 2.16 9.81
O 0.93 -2.27 5.94
C 1.82 -3.36 6.13
O 2.67 -3.17 6.99
O 1.58 -4.41 5.44
H 0.94 -1.77 6.78
O 0.69 -0.90 3.11
C -0.26 -0.87 2.19
O -1.43 -1.22 2.38
O 0.11 -0.36 1.07
H 0.43 -0.93 4.05
*
```